1.
Here is C4H8OS in the gas phase at a distorted geometry from the OMol25 dataset. Energies are from ωB97M-V/def2-TZVPD.

The geometry in ORCA input format:
```
! RIJCOSX wB97M-V def2-TZVPD def2/J DEFGRID3
* xyz 0 1
C -0.10819 -1.54087 0.31415
C -0.37263 -0.04976 0.08516
C 0.60181 0.94096 0.62725
O 1.82039 0.90799 -0.17972
C -1.11707 0.24570 -1.24838
S -2.15691 0.48637 0.27674
H 0.45231 -1.72489 1.20430
H 0.52086 -1.83668 -0.59922
H -0.99001 -2.08640 0.63236
H 1.00607 0.66294 1.70199
H 0.19136 1.90288 0.72882
H 2.46032 1.55903 0.08895
H -0.74694 1.17578 -1.76405
H -1.56138 -0.64304 -1.86836
*
```

Computed properties:
Energy relative to the best compared isomer or geometry (same formula, charge and spin) (kJ/mol): 159.17
Gap between HOMO and LUMO (Eh): 0.352
E_LUMO (eV): 0.79

---

2.
Here is a molecular structure, C4H8OS at a distorted geometry from the OMol25 dataset. Energies are from ωB97M-V/def2-TZVPD.

The geometry in ORCA input format:
```
! RIJCOSX wB97M-V def2-TZVPD def2/J DEFGRID3
* xyz 0 1
C -0.61928 1.57715 0.12147
C -0.16241 0.17831 0.37492
C -1.07314 -1.05559 -0.76843
C 1.21497 -0.15810 0.55459
O 1.69570 -0.67879 -0.62687
S -1.20765 0.73904 1.68009
H -0.06834 2.52952 0.39418
H -1.46121 1.83831 -0.55808
H -1.66727 -0.47712 -1.58746
H -1.80994 -1.36390 -0.05849
H -0.54610 -1.84034 -1.19337
H 1.50999 -0.82042 1.37600
H 1.74287 0.82416 0.85087
H 2.45181 -1.29223 -0.55943
*
```

Computed properties:
Energy relative to the best compared isomer or geometry (same formula, charge and spin) (kJ/mol): 265.85
Gap between HOMO and LUMO (Eh): 0.345
E_LUMO (eV): 0.73

---

3.
Here is a molecular structure, C4H8OS at a distorted geometry from the OMol25 dataset. Energies are from ωB97M-V/def2-TZVPD.

The geometry in ORCA input format:
```
! RIJCOSX wB97M-V def2-TZVPD def2/J DEFGRID3
* xyz 0 1
C 0.22110 0.88227 -0.37950
C 1.06739 -1.33102 -0.13611
C -2.44102 0.50163 0.40065
C 1.42743 0.18896 -0.03323
O -0.11880 -1.44552 0.64463
S -1.18271 -0.43707 -0.21841
H 0.29809 1.32239 -1.37089
H -0.40374 1.55089 0.32268
H 1.88176 -1.92302 0.27889
H 0.82334 -1.60490 -1.14782
H -2.19878 1.15591 1.23032
H -3.40422 0.31144 0.14998
H 1.80343 0.43230 1.01703
H 2.22673 0.39575 -0.75823
*
```

Computed properties:
Energy relative to the best compared isomer or geometry (same formula, charge and spin) (kJ/mol): 331.49
Gap between HOMO and LUMO (Eh): 0.336
E_LUMO (eV): 0.88

---

4.
Here is C4H8OS2 in the gas phase at a distorted geometry from the OMol25 dataset. Energies are from ωB97M-V/def2-TZVPD.

The geometry in ORCA input format:
```
! RIJCOSX wB97M-V def2-TZVPD def2/J DEFGRID3
* xyz 0 1
C 2.28021 -1.03937 -1.68286
S 2.32827 -0.94367 0.09776
S -0.05853 -1.48218 0.34365
C -0.27481 0.02627 1.33271
C -1.11873 1.11299 0.70215
C -2.44312 0.63131 0.29002
O -3.45327 1.30018 0.42553
H 1.47515 -0.48560 -2.13874
H 2.51788 -1.90912 -2.30338
H 3.12446 -0.37710 -1.83557
H -0.86490 -0.24944 2.25637
H 0.70100 0.42447 1.56893
H -0.46806 1.30100 -0.16649
H -1.17211 2.07493 1.22249
H -2.57344 -0.38467 -0.11257
*
```

Computed properties:
Energy relative to the best compared isomer or geometry (same formula, charge and spin) (kJ/mol): 185.94
Gap between HOMO and LUMO (Eh): 0.290
E_LUMO (eV): -1.18

---

5.
Here is a molecular structure, C4H8OS2 at a distorted geometry from the OMol25 dataset. Energies are from ωB97M-V/def2-TZVPD.

The geometry in ORCA input format:
```
! RIJCOSX wB97M-V def2-TZVPD def2/J DEFGRID3
* xyz 0 1
C 2.01395 2.17003 1.84634
C 0.79280 1.58524 1.17430
C 0.26003 -0.27078 -0.31133
C -2.31711 -1.15534 -0.84519
H 1.53306 3.22262 2.02482
H 2.93160 2.21044 1.16988
H 2.20501 1.83554 3.23777
H -0.15524 1.36143 1.86769
H 0.47051 2.33738 0.41525
H -3.50026 -1.15632 -0.66690
H -2.06191 -1.07957 -1.96824
H -1.74150 -1.96678 -0.28096
O 1.09602 0.43101 0.40637
S 0.59635 -1.66140 -1.20669
S -1.40557 0.14967 -0.05800
*
```

Computed properties:
Energy relative to the best compared isomer or geometry (same formula, charge and spin) (kJ/mol): 307.37
Gap between HOMO and LUMO (Eh): 0.332
E_LUMO (eV): 0.55

---

6.
Here is 2 unconnected molecules or ions with the total composition C4H8OS2 at a distorted geometry from the OMol25 dataset. Energies are from ωB97M-V/def2-TZVPD.

The geometry in ORCA input format:
```
! RIJCOSX wB97M-V def2-TZVPD def2/J DEFGRID3
* xyz 0 1
C 1.89207 -1.32579 -1.18938
C 0.91594 -0.57756 -0.28785
C -0.71556 -0.85170 -0.21907
C -0.04205 0.33778 -1.04456
H 2.55369 -0.71528 -2.10782
H 1.41119 -2.18139 -1.84071
H 2.62196 -2.03742 -0.49242
H 0.85930 -0.33558 1.61826
H -1.15480 -1.84294 -0.51094
H -2.14201 0.24845 1.46430
H -0.09937 -0.01550 -2.18364
H -0.14174 2.10104 1.02520
O 1.57532 -0.10333 0.90147
S -1.25255 -0.81355 1.56862
S -0.54828 2.07036 -0.80230
*
```

Computed properties:
Energy relative to the best compared isomer or geometry (same formula, charge and spin) (kJ/mol): 481.73
Gap between HOMO and LUMO (Eh): 0.319
E_LUMO (eV): -0.42

---

7.
Here is C4H8OS2 in the gas phase at a distorted geometry from the OMol25 dataset. Energies are from ωB97M-V/def2-TZVPD.

The geometry in ORCA input format:
```
! RIJCOSX wB97M-V def2-TZVPD def2/J DEFGRID3
* xyz 0 1
C -0.11665 2.01390 -0.85727
C 0.76579 1.55669 0.27035
S 1.95809 0.26767 -0.17082
C 0.93734 -1.16740 0.19117
S 1.78251 -2.61341 0.12385
O -0.40498 -0.91589 0.22278
C -1.28994 -2.08885 0.44956
H 0.45469 2.77579 -1.61791
H -0.41245 1.10995 -1.54235
H -0.94397 2.72132 -0.49489
H 0.25542 1.20847 1.18688
H 1.31274 2.36224 0.78638
H -1.28532 -2.64526 -0.56055
H -0.77406 -2.81847 1.14707
H -2.23923 -1.76676 0.86576
*
```

Computed properties:
Energy relative to the best compared isomer or geometry (same formula, charge and spin) (kJ/mol): 147.05
Gap between HOMO and LUMO (Eh): 0.331
E_LUMO (eV): 0.31

---

8.
Here is C4H8OSSi in the gas phase at a distorted geometry from the OMol25 dataset. Energies are from ωB97M-V/def2-TZVPD.

The geometry in ORCA input format:
```
! RIJCOSX wB97M-V def2-TZVPD def2/J DEFGRID3
* xyz 0 1
C 0.12221 -1.80659 -0.05112
C 0.61738 -0.56993 -0.06210
C 0.79864 0.37096 -1.21597
C 0.87097 0.06419 1.25683
S 1.72901 -0.43995 2.53042
Si -0.27708 1.63089 1.59245
O -1.27910 2.45797 0.54385
H -0.55559 -2.18552 -0.86058
H 0.33245 -2.32920 0.83691
H 1.69870 0.08164 -1.67146
H 0.02257 0.20249 -1.91824
H 0.63815 1.32990 -0.82954
H -1.16084 1.59416 2.67012
H 0.70106 2.81608 1.77936
H -2.03484 2.38692 -0.01040
*
```

Computed properties:
Energy relative to the best compared isomer or geometry (same formula, charge and spin) (kJ/mol): 200.60
Gap between HOMO and LUMO (Eh): 0.296
E_LUMO (eV): -0.62

---

9.
Here is C4H8S in the gas phase at a distorted geometry from the OMol25 dataset. Energies are from ωB97M-V/def2-TZVPD.

The geometry in ORCA input format:
```
! RIJCOSX wB97M-V def2-TZVPD def2/J DEFGRID3
* xyz 0 1
C -0.06194 -1.50928 -0.07160
C 0.35525 0.06277 0.26593
S 1.23694 0.62694 1.74266
C -0.94846 0.83368 0.30555
C -0.17849 0.94742 -0.93870
H -0.60913 -2.06413 0.65747
H 1.02286 -2.00194 -0.01623
H -0.62051 -1.42008 -1.23133
H 2.51698 0.09281 1.30603
H -1.96984 0.48127 0.18554
H -0.85664 1.78522 0.97002
H 0.52022 1.86798 -1.58811
H -0.40725 0.29737 -1.58724
*
```

Computed properties:
Energy relative to the best compared isomer or geometry (same formula, charge and spin) (kJ/mol): 358.04
Gap between HOMO and LUMO (Eh): 0.364
E_LUMO (eV): 0.87

---

10.
Here is 2 unconnected molecules or ions with the total composition C4H8S at a distorted geometry from the OMol25 dataset. Energies are from ωB97M-V/def2-TZVPD.

The geometry in ORCA input format:
```
! RIJCOSX wB97M-V def2-TZVPD def2/J DEFGRID3
* xyz 0 1
C 1.16318 -1.64401 -0.53082
C 0.20480 -0.65700 -0.36036
C -1.71541 0.16217 -0.85505
C 0.73200 0.38635 0.46207
S -3.04426 -0.10896 0.24842
H 2.01976 -1.55641 0.04987
H 0.93682 -2.47469 -1.14673
H -1.95813 -0.40787 -1.65705
H -1.37661 1.17613 -1.20109
H -0.04526 0.86803 1.07945
H 1.24182 1.35333 -0.03534
H 1.49928 0.12948 1.14696
H -2.87668 0.84541 1.28570
*
```

Computed properties:
Energy relative to the best compared isomer or geometry (same formula, charge and spin) (kJ/mol): 371.18
Gap between HOMO and LUMO (Eh): 0.350
E_LUMO (eV): 0.70

---

11.
Here is C4H8S in the gas phase at a distorted geometry from the OMol25 dataset. Energies are from ωB97M-V/def2-TZVPD.

The geometry in ORCA input format:
```
! RIJCOSX wB97M-V def2-TZVPD def2/J DEFGRID3
* xyz 0 1
C 0.63329 1.25147 -0.14477
C 0.98345 -0.26473 0.02212
C -0.27172 -1.08473 -0.33811
C -1.42576 -0.47696 0.40711
S -2.83417 0.25335 -0.12961
H -0.20072 1.41136 -0.89826
H -0.04837 1.56722 0.79636
H 1.53804 1.84608 -0.21533
H 1.90424 -0.57762 -0.43931
H 1.10778 -0.55365 1.14032
H -0.15589 -2.13504 -0.10140
H -0.30561 -1.00830 -1.44274
H -0.92455 -0.22846 1.34362
*
```

Computed properties:
Energy relative to the best compared isomer or geometry (same formula, charge and spin) (kJ/mol): 123.40
Gap between HOMO and LUMO (Eh): 0.307
E_LUMO (eV): -0.45

---

12.
Here is 2 unconnected molecules or ions with the total composition C4H8S at a distorted geometry from the OMol25 dataset. Energies are from ωB97M-V/def2-TZVPD.

The geometry in ORCA input format:
```
! RIJCOSX wB97M-V def2-TZVPD def2/J DEFGRID3
* xyz 0 1
C -0.38660 0.00416 -0.78268
C -0.01010 0.99893 0.21609
C -1.37859 -2.15621 0.44692
C 1.15372 1.92770 -0.04758
S -1.48156 1.26234 -0.82593
H 0.14506 -0.42018 -1.52531
H -0.36835 0.71592 1.16949
H -2.39626 -2.08295 0.10550
H -1.14518 -1.84601 1.44879
H -0.98566 -3.08817 0.35514
H 0.97396 3.01515 0.07395
H 1.35844 1.64811 -1.10741
H 2.01867 1.62058 0.53976
*
```

Computed properties:
Energy relative to the best compared isomer or geometry (same formula, charge and spin) (kJ/mol): 410.14
Gap between HOMO and LUMO (alpha / beta) (Eh): 0.323 / 0.294
E_LUMO (alpha / beta) (eV): 0.41 / 0.43

---

13.
Here is 2 unconnected molecules or ions with the total composition C4H8Se at a distorted geometry from the OMol25 dataset. Energies are from ωB97M-V/def2-TZVPD.

The geometry in ORCA input format:
```
! RIJCOSX wB97M-V def2-TZVPD def2/J DEFGRID3
* xyz 0 1
C 0.99652 -0.05043 1.42867
C 0.10893 0.27269 0.56131
C 1.16490 -0.26534 -1.70217
C -1.23971 0.71416 0.35376
Se -2.22815 -0.72419 -0.54049
H 0.76239 0.03672 2.48572
H 2.08093 -0.39502 1.38270
H 0.40751 0.50966 -2.16601
H 0.84772 -1.32631 -1.90375
H 2.22818 0.09199 -1.56710
H -1.29156 1.54698 -0.37722
H -1.78126 1.09487 1.30856
H -2.05640 -1.50579 0.73602
*
```

Computed properties:
Energy relative to the best compared isomer or geometry (same formula, charge and spin) (kJ/mol): 451.24
Gap between HOMO and LUMO (Eh): 0.297
E_LUMO (eV): 0.20

---

14.
Here is 2 unconnected molecules or ions with the total composition C4H8Se2 at a distorted geometry from the OMol25 dataset. Energies are from ωB97M-V/def2-TZVPD.

The geometry in ORCA input format:
```
! RIJCOSX wB97M-V def2-TZVPD def2/J DEFGRID3
* xyz 0 1
C -1.02895 -0.20550 1.04856
C -0.19914 -0.58482 0.11645
C -2.41687 3.66457 1.13589
C 1.19932 -0.09220 0.17906
Se -0.85344 2.89254 1.39283
Se 1.23437 1.24972 -1.44918
H -0.58519 0.02594 2.01835
H -0.42056 -1.11439 -0.77176
H -2.48917 4.23701 0.21120
H -1.99632 -0.62897 1.16531
H 1.33170 0.47793 1.07494
H 1.94837 -0.77173 -0.16380
H 0.03594 3.03630 0.26488
H 2.59881 1.03185 -2.29187
*
```

Computed properties:
Energy relative to the best compared isomer or geometry (same formula, charge and spin) (kJ/mol): 340.76
Gap between HOMO and LUMO (Eh): 0.313
E_LUMO (eV): -0.21

---

15.
Here is C4H8Si in the gas phase at a distorted geometry from the OMol25 dataset. Energies are from ωB97M-V/def2-TZVPD.

The geometry in ORCA input format:
```
! RIJCOSX wB97M-V def2-TZVPD def2/J DEFGRID3
* xyz 0 1
C -1.63158 0.94274 0.21646
C -0.40049 0.20694 0.62876
C 0.78322 -0.30522 -0.13260
C 1.14799 -0.25697 -1.52909
Si 0.73621 -0.89848 1.61279
H -2.56512 0.21837 0.42793
H -1.48215 1.41255 -0.78875
H -1.89867 1.74549 0.86755
H 0.87066 -1.18778 -2.12416
H 2.26942 -0.21117 -1.79798
H 0.71924 0.72828 -1.94464
H 1.41769 -0.32454 2.84813
H 0.03358 -2.07020 1.71563
*
```

Computed properties:
Energy relative to the best compared isomer or geometry (same formula, charge and spin) (kJ/mol): 234.43
Gap between HOMO and LUMO (Eh): 0.350
E_LUMO (eV): 0.89

---

16.
Here is a molecular structure, C4H9AsNS at a distorted geometry from the OMol25 dataset. Energies are from ωB97M-V/def2-TZVPD.

The geometry in ORCA input format:
```
! RIJCOSX wB97M-V def2-TZVPD def2/J DEFGRID3
* xyz -1 1
C 2.97089 0.54643 0.17328
C 1.97408 0.01226 -0.53455
C 0.89410 -0.81735 0.03918
As -0.91948 0.09742 -0.00377
N -2.83804 1.02616 -0.03855
C -3.76596 0.33011 0.13925
S -5.01322 -0.65399 0.38965
H 3.70280 1.18595 -0.29594
H 3.06090 0.35921 1.23349
H 1.93121 0.24624 -1.59075
H 1.15168 -1.10963 1.05358
H 0.79383 -1.73459 -0.54058
H -0.55042 0.96033 -1.26798
H -0.42481 1.27036 0.91704
H -1.41992 -0.70620 1.26185
H -1.54764 -1.01269 -0.93520
*
```

Computed properties:
Energy relative to the best compared isomer or geometry (same formula, charge and spin) (kJ/mol): 0.00
Gap between HOMO and LUMO (Eh): 0.279
E_LUMO (eV): 3.56